28
Properties=species:S:1:pos:R:3:forces:R:3 method="wB97M-V/def2-TZVPD" molar_mass_g_mol=679.99 multiplicity=1 fmax_ev_per_a=9.7 lumo_energy_ev=-6.745 total_charge=+1 gap_ev=3.70 homo_ev=-10.44 energy_ev=-161243.72373
O -4.1055 0.3326 0.6869 8.4 -4.2 2.2
C -2.9010 -0.2355 0.9711 -6.8 4.9 -2.4
Br -2.9543 -1.9575 1.9855 0.4 1.4 -0.8
C -1.5651 0.5798 0.4850 -0.2 -0.2 -0.6
C -0.5664 -0.3169 -0.5140 -1.3 2.5 -0.6
C -1.3912 -1.1722 -1.6416 -0.4 0.0 -1.3
C -2.2852 -0.1742 -2.6430 -5.2 3.8 2.6
O -3.3297 0.5538 -2.2429 7.0 -5.0 -2.2
I -1.7946 -0.0172 -4.8136 -0.2 -0.4 1.7
C 0.3020 0.8333 -1.3628 3.5 5.1 -3.9
O 0.8373 0.6044 -2.5820 -3.3 -0.3 6.7
O 0.4980 2.2236 -0.8391 -1.1 -7.1 -0.5
N 0.3073 -1.1311 0.4102 0.5 0.7 -0.8
S 0.1975 -2.8490 0.1376 0.5 -2.0 0.0
P 2.0595 -0.7503 0.1897 -1.0 -1.0 -2.0
P 2.7329 0.8023 1.5704 -1.8 2.1 1.8
O 4.1425 0.2927 2.1570 -8.4 -0.7 -1.3
O 1.6908 1.0594 2.9440 1.8 0.6 -3.1
O 3.1158 2.3068 0.7115 -1.1 -3.0 3.2
H -0.9803 0.9829 1.4261 -1.1 -1.1 -1.9
H -1.9242 1.5123 -0.1472 0.5 -2.1 1.5
H -0.6423 -1.7292 -2.3862 -1.6 1.2 1.9
H -2.1979 -1.9227 -1.1838 1.8 1.7 -0.9
H -1.1266 -3.3140 0.1261 0.9 1.4 0.5
H 2.7400 -1.9668 0.6503 -0.7 1.1 0.6
H 0.8683 1.5836 2.7109 1.1 -0.7 0.1
H 2.4139 3.0016 0.9075 0.6 -1.1 -0.8
Yb 5.8585 0.8678 2.2864 7.1 2.3 0.5